Record 1
The following is a quantum chemistry calculation of a structure of composition C52H65As2N6O2Ti in a non-equilibrium geometry, from the OMol25 dataset.

Properties
- Maximum force: 4.55 eV Å⁻¹
- ⟨S²⟩: 2.054
- Spin multiplicity: 3
- Net charge: -1
- Total energy: -7820.62274 Ha
- Highest occupied orbital energy (spin up / spin down): -1.99 / -3.55 eV
- ΔE to the lowest compared entry with this formula, charge and spin: 41.0 kJ/mol

```
128
Properties=species:S:1:pos:R:3:lowdin_charge:R:1
Ti -0.329 -0.213 0.453 0.988
C -5.737 1.650 -2.770 -0.089
C -4.311 1.538 -3.324 -0.194
C -3.483 0.586 -2.521 -0.136
C -3.290 -0.738 -2.743 -0.132
C -3.779 -1.532 -3.916 -0.187
C -2.881 -1.341 -5.144 -0.082
C -2.465 -1.226 -1.650 -0.244
C -2.065 -2.532 -1.512 0.029
C -1.214 -3.038 -0.514 -0.243
C -0.736 -4.376 -0.464 -0.158
C -1.094 -5.482 -1.407 -0.202
C -2.300 -6.284 -0.905 -0.088
C 0.113 -4.451 0.627 -0.158
C 0.119 -3.158 1.218 -0.243
C 0.854 -2.797 2.365 0.025
C 0.842 -1.560 2.955 -0.247
N 0.083 -0.489 2.548 0.019
C 0.443 0.549 3.368 -0.240
C -0.103 1.805 3.340 0.025
C -1.047 2.250 2.393 -0.270
N -1.332 1.609 1.213 0.021
C -2.271 2.395 0.593 -0.274
C -2.858 2.117 -0.654 0.005
C -2.793 0.901 -1.283 -0.248
N -2.171 -0.207 -0.777 0.045
C -2.590 3.529 1.386 -0.186
C -1.820 3.432 2.532 -0.168
C -1.796 4.363 3.705 -0.197
C -0.664 5.395 3.614 -0.102
C -3.599 4.583 1.049 -0.205
C -5.030 4.149 1.389 -0.094
C 1.442 0.118 4.335 -0.130
C 1.681 -1.192 4.085 -0.129
C 2.640 -2.105 4.779 -0.192
C 1.967 -2.936 5.878 -0.088
C 2.062 0.994 5.376 -0.191
C 1.198 1.074 6.642 -0.089
N -0.682 -2.301 0.516 0.044
C 0.902 -5.633 1.097 -0.202
C 0.283 -6.317 2.322 -0.093
H -6.329 2.350 -3.363 0.065
H -5.719 1.995 -1.736 0.062
H -6.227 0.676 -2.787 0.072
H -3.847 2.527 -3.322 0.106
H -4.359 1.202 -4.363 0.096
H -4.796 -1.217 -4.167 0.104
H -3.819 -2.593 -3.663 0.098
H -2.885 -0.299 -5.467 0.067
H -3.222 -1.961 -5.976 0.067
H -1.853 -1.613 -4.904 0.053
H -2.394 -3.241 -2.261 0.098
H -0.237 -6.154 -1.516 0.097
H -1.307 -5.076 -2.398 0.095
H -2.068 -6.749 0.054 0.059
H -2.578 -7.071 -1.609 0.063
H -3.154 -5.622 -0.762 0.075
H 1.504 -3.553 2.786 0.096
H 0.176 2.498 4.123 0.094
H -3.444 2.902 -1.115 0.100
H -1.676 3.786 4.625 0.103
H -2.751 4.892 3.776 0.100
H 0.300 4.889 3.550 0.061
H -0.657 6.045 4.493 0.062
H -0.789 6.015 2.725 0.067
H -3.550 4.821 -0.018 0.101
H -3.366 5.501 1.596 0.100
H -5.289 3.242 0.843 0.063
H -5.748 4.931 1.130 0.062
H -5.114 3.939 2.456 0.071
H 3.448 -1.517 5.222 0.100
H 3.091 -2.779 4.047 0.103
H 1.557 -2.285 6.651 0.060
H 2.684 -3.617 6.341 0.065
H 1.150 -3.526 5.462 0.069
H 2.201 1.999 4.971 0.105
H 3.049 0.606 5.640 0.100
H 0.209 1.464 6.400 0.068
H 1.657 1.727 7.387 0.065
H 1.072 0.083 7.078 0.060
H 1.921 -5.318 1.345 0.103
H 0.977 -6.364 0.287 0.097
H 0.187 -5.606 3.143 0.064
H 0.904 -7.152 2.657 0.064
H -0.710 -6.702 2.088 0.061
O 1.613 -0.333 0.592 -0.266
N 2.096 -1.222 -0.217 0.079
N 1.260 -1.417 -1.189 -0.204
O 0.272 -0.541 -1.326 -0.240
C 1.437 -2.399 -2.157 -0.190
C 2.316 -3.466 -1.948 -0.013
C 2.406 -4.467 -2.893 -0.089
C 1.648 -4.423 -4.058 -0.097
C 0.780 -3.358 -4.261 -0.081
C 0.668 -2.352 -3.322 -0.009
H 2.893 -3.500 -1.034 0.113
H 3.072 -5.302 -2.719 0.101
H 1.728 -5.212 -4.793 0.096
H 0.181 -3.318 -5.163 0.099
H -0.007 -1.517 -3.448 0.106
C 4.953 0.072 -2.529 -0.323
As 3.230 1.012 -2.738 1.182
C 3.502 1.583 -4.623 -0.319
C 3.790 2.701 -1.922 -0.427
C 5.010 3.260 -2.295 -0.141
C 5.467 4.449 -1.757 -0.105
C 4.712 5.076 -0.783 -0.101
C 3.514 4.514 -0.375 -0.135
C 3.003 3.346 -0.947 -0.391
As 1.235 2.668 -0.249 1.242
C 0.556 4.493 0.160 -0.297
C 0.307 2.658 -1.994 -0.315
H 5.758 0.528 -3.104 0.010
H 4.831 -0.964 -2.845 0.007
H 5.212 0.073 -1.470 0.023
H 4.454 2.086 -4.788 0.007
H 2.693 2.260 -4.901 0.012
H 3.447 0.702 -5.265 0.012
H 5.619 2.758 -3.039 0.077
H 6.399 4.883 -2.097 0.095
H 5.053 6.004 -0.340 0.097
H 2.954 5.002 0.413 0.076
H 0.794 5.199 -0.638 0.035
H 0.939 4.871 1.108 0.005
H -0.527 4.412 0.248 0.007
H 0.851 3.235 -2.744 0.022
H -0.677 3.103 -1.847 0.011
H 0.170 1.637 -2.340 -0.015
```

Record 2
The following is a quantum chemistry calculation of a structure of composition C52H65MnNO3SeSi, from the OMol25 dataset.

Properties
- Maximum force: 0.61 eV Å⁻¹
- ⟨S²⟩: 6.196
- Spin multiplicity: 5
- Net charge: -1
- Total energy: -6143.13441 Ha
- Highest occupied orbital energy (spin up / spin down): -4.95 / -5.04 eV

```
124
Properties=species:S:1:pos:R:3:lowdin_charge:R:1
Mn -0.183 -0.917 -1.005 0.912
C 2.347 -1.138 6.462 -0.052
C 3.398 -1.516 5.410 -0.561
C 3.718 -3.012 5.536 -0.054
C 4.676 -0.730 5.707 -0.072
C 2.847 -1.226 4.017 -0.185
C 1.698 -1.875 3.580 -0.089
C 1.180 -1.640 2.323 -0.403
Se -0.437 -2.537 1.816 1.136
C -1.640 -1.104 2.251 -0.400
C -2.083 -0.991 3.564 -0.071
C -2.877 0.069 3.963 -0.179
C -3.203 1.020 2.992 0.013
C -2.787 0.955 1.672 -0.075
C -1.991 -0.158 1.281 -0.341
O -1.598 -0.291 0.033 -0.237
C -3.119 2.077 0.682 -0.524
C -3.909 1.541 -0.519 -0.038
C -3.975 3.166 1.331 -0.078
C -1.823 2.748 0.202 -0.036
C -3.374 0.247 5.397 -0.559
C -2.888 -0.874 6.315 -0.071
C -2.857 1.579 5.959 -0.050
C -4.908 0.255 5.415 -0.052
C 1.786 -0.742 1.411 -0.350
O 1.337 -0.648 0.190 -0.215
C 2.910 -0.013 1.873 -0.081
C 3.411 -0.308 3.141 0.007
C 3.658 1.057 1.059 -0.523
C 4.929 0.427 0.477 -0.041
C 4.054 2.230 1.974 -0.063
C 2.860 1.678 -0.090 -0.063
H 2.714 -1.355 7.467 0.078
H 1.421 -1.692 6.312 0.072
H 2.111 -0.075 6.402 0.088
H 4.133 -3.234 6.522 0.078
H 4.442 -3.315 4.780 0.088
H 2.824 -3.620 5.403 0.075
H 5.031 -0.973 6.710 0.079
H 4.503 0.346 5.667 0.083
H 5.471 -0.974 5.001 0.085
H 1.181 -2.577 4.223 0.093
H -1.769 -1.749 4.267 0.086
H -3.805 1.864 3.296 0.088
H -4.834 1.066 -0.186 0.088
H -3.337 0.810 -1.083 0.061
H -4.176 2.366 -1.184 0.084
H -4.930 2.777 1.688 0.085
H -4.188 3.936 0.588 0.082
H -3.463 3.645 2.167 0.082
H -1.171 2.041 -0.307 0.058
H -1.275 3.170 1.046 0.091
H -2.059 3.558 -0.492 0.083
H -1.799 -0.913 6.356 0.080
H -3.252 -1.848 5.986 0.085
H -3.257 -0.703 7.328 0.081
H -1.767 1.593 5.966 0.089
H -3.211 1.725 6.982 0.079
H -3.197 2.424 5.362 0.074
H -5.301 -0.683 5.020 0.088
H -5.309 1.065 4.807 0.075
H -5.278 0.382 6.435 0.079
H 4.299 0.219 3.457 0.085
H 5.569 0.026 1.266 0.079
H 5.499 1.167 -0.089 0.083
H 4.671 -0.390 -0.198 0.078
H 4.797 1.956 2.721 0.066
H 3.179 2.622 2.493 0.092
H 4.482 3.032 1.371 0.078
H 2.569 0.955 -0.842 0.050
H 3.478 2.448 -0.558 0.085
H 1.950 2.154 0.281 0.092
C 0.441 2.614 -5.361 -0.092
C 0.211 1.814 -4.079 -0.591
C 0.820 2.605 -2.917 -0.094
C -1.295 1.681 -3.820 -0.083
Si 0.991 0.080 -4.030 0.485
O 0.744 -0.588 -2.594 -0.365
C 2.855 0.119 -4.319 -0.200
C 3.468 0.592 -5.480 -0.097
C 4.846 0.555 -5.637 -0.102
C 5.645 0.031 -4.631 -0.105
C 5.057 -0.451 -3.471 -0.090
C 3.679 -0.403 -3.320 -0.086
C 0.293 -1.081 -5.356 -0.207
C 0.632 -2.431 -5.225 -0.106
C 0.129 -3.396 -6.083 -0.089
C -0.731 -3.029 -7.110 -0.102
C -1.072 -1.697 -7.270 -0.097
C -0.563 -0.739 -6.402 -0.103
H -0.088 3.571 -5.292 0.081
H 0.081 2.108 -6.257 0.060
H 1.497 2.843 -5.506 0.070
H 0.352 3.594 -2.855 0.087
H 1.895 2.749 -3.047 0.081
H 0.670 2.104 -1.960 0.054
H -1.747 2.676 -3.739 0.086
H -1.501 1.154 -2.885 0.063
H -1.815 1.145 -4.615 0.067
H 2.866 0.983 -6.291 0.096
H 5.296 0.931 -6.547 0.094
H 6.721 -0.003 -4.751 0.094
H 5.673 -0.858 -2.680 0.095
H 3.226 -0.761 -2.402 0.090
H 1.294 -2.735 -4.421 0.106
H 0.403 -4.434 -5.949 0.099
H -1.136 -3.780 -7.776 0.096
H -1.744 -1.401 -8.067 0.097
H -0.864 0.291 -6.542 0.078
C -1.190 -2.564 -1.773 -0.121
C -2.548 -2.216 -2.194 -0.276
C -3.602 -2.202 -1.268 -0.033
C -4.878 -1.845 -1.648 -0.037
C -5.130 -1.478 -2.972 -0.249
C -4.097 -1.496 -3.910 -0.026
C -2.825 -1.868 -3.522 -0.019
C -6.453 -1.085 -3.369 -0.202
N -7.515 -0.773 -3.686 0.128
H -0.529 -2.889 -2.577 0.059
H -1.160 -3.219 -0.900 0.030
H -3.399 -2.452 -0.235 0.117
H -5.681 -1.826 -0.923 0.118
H -4.296 -1.221 -4.937 0.115
H -2.027 -1.889 -4.253 0.096
```

Which of these has the lowest maximum force?
C52H65MnNO3SeSi